Record 1
C14H26O8S4Tl | ωB97M-V with the def2-TZVPD basis set

For the relative energy (zero: lowest compared OMol25 entry of this formula, charge and spin), the calculation gives 0.00 kJ/mol. As for the orbital gap: 3.80 eV. Its charge is +1. For the electronic energy, the calculation gives -79341.9534 eV.

```
53
Properties=species:S:1:pos:R:3:forces:R:3:lowdin_charge:R:1
Tl 0.20844 -0.78693 1.07512 0.48 0.10 0.16 1.079
C -3.20792 2.49103 -0.29685 0.33 0.03 -0.34 0.263
C -3.87710 2.70243 -1.56650 0.48 -0.18 0.53 -0.341
C -3.13731 2.30599 -2.81023 0.39 -0.05 0.59 -0.355
O -3.66021 2.41339 -3.87617 -0.57 0.14 -1.43 0.197
C -1.81445 1.75160 -2.66497 0.16 -0.41 0.40 0.246
C -1.15327 1.51204 -1.40622 -0.29 0.27 0.02 -0.336
C -1.86622 1.96548 -0.15729 -0.54 0.03 -0.34 -0.336
O -1.34531 1.80116 0.91910 0.24 0.03 0.69 0.059
O -0.08619 0.94823 -1.29003 0.26 -0.23 -0.37 0.036
O -4.98123 3.16196 -1.61802 -0.90 0.37 -0.05 0.199
H -3.76397 2.77145 0.59213 0.08 -0.04 0.06 0.153
H -1.34137 1.38362 -3.57052 0.08 0.15 0.00 0.151
C -1.71723 -5.29990 -0.72713 -0.24 0.01 -0.17 -0.265
S -0.73359 -5.03216 0.74753 -0.01 -0.14 0.16 0.838
O -0.03892 -3.71627 0.62176 -0.10 0.13 -0.18 -0.674
C -2.13475 -4.76104 1.83379 -0.04 -0.02 0.27 -0.256
H -2.33378 -4.42673 -0.94660 0.06 0.06 0.10 0.063
H -2.36307 -6.15495 -0.52583 0.03 -0.05 -0.08 0.059
H -1.08284 -5.51837 -1.58392 0.12 -0.03 0.13 0.044
H -1.74367 -4.50127 2.81680 0.06 0.01 -0.06 0.058
H -2.71851 -5.67640 1.92719 0.02 -0.01 -0.08 0.061
H -2.74924 -3.94571 1.45544 0.01 0.02 -0.07 0.060
C -1.65289 2.08652 4.25058 -0.07 0.09 -0.01 -0.258
S 0.08613 1.70559 4.45787 0.27 0.07 0.24 0.846
O 0.46662 0.60803 3.52631 -0.26 -0.39 -0.21 -0.662
C 0.66224 3.19400 3.66113 0.07 0.28 -0.13 -0.254
H -1.82719 2.51404 3.26589 -0.05 -0.12 -0.04 0.030
H -1.91089 2.80478 5.02878 -0.07 -0.02 0.02 0.060
H -2.22146 1.17092 4.38657 -0.01 -0.05 0.05 0.059
H 0.28736 3.16361 2.63736 0.05 0.06 0.00 0.046
H 1.74829 3.18884 3.65436 0.05 -0.09 0.04 0.052
H 0.30500 4.07628 4.19293 -0.04 -0.03 0.00 0.064
C 4.31864 2.57118 0.88739 -0.04 0.53 -0.35 -0.249
S 3.39616 1.26239 0.08201 0.34 -0.21 0.00 0.840
O 2.23158 0.97481 0.96810 -0.38 0.06 0.19 -0.653
C 2.78726 2.27500 -1.26146 -0.18 -0.31 -0.45 -0.254
H 5.19576 2.78418 0.27223 0.07 -0.12 0.14 0.060
H 4.60342 2.27988 1.89209 0.04 -0.22 0.00 0.059
H 3.70922 3.47708 0.91590 -0.06 -0.10 0.15 0.057
H 2.15254 1.63514 -1.87690 -0.02 0.01 0.16 0.024
H 3.61671 2.60110 -1.88930 0.07 0.18 0.18 0.066
H 2.19753 3.10057 -0.86723 0.09 0.09 0.02 0.064
C 2.30392 -1.27006 -3.39263 -0.05 0.63 -0.32 -0.261
S 2.48340 -2.37146 -2.00580 0.09 -0.25 -0.07 0.864
O 2.05672 -1.57070 -0.82409 -0.11 0.24 0.31 -0.670
C 1.13576 -3.48838 -2.40870 0.11 -0.06 -0.49 -0.257
H 3.04846 -0.48508 -3.24893 0.03 -0.08 -0.04 0.048
H 1.31765 -0.79933 -3.39638 -0.03 -0.17 0.15 0.056
H 2.48231 -1.75949 -4.34896 0.09 -0.16 0.10 0.061
H 1.10092 -3.61085 -3.49311 0.05 -0.04 0.04 0.058
H 0.20201 -3.05633 -2.05676 0.03 -0.04 0.18 0.053
H 1.35856 -4.45094 -1.95781 -0.20 0.04 0.21 0.048
```
Positions in Å, forces in eV/Å.



Record 2
CH3ClFNS | ωB97M-V with the def2-TZVPD basis set

For the relative energy (zero: lowest compared OMol25 entry of this formula, charge and spin), the calculation gives 128.81 kJ/mol. As for the orbital gap (alpha / beta): 9.08 / 8.69 eV. Its charge is 0. For the electronic energy, the calculation gives -28646.0670 eV. Its spin multiplicity is 3. As for the expectation value of S²: 2.008.

```
8
Properties=species:S:1:pos:R:3:forces:R:3:lowdin_charge:R:1
C -0.71164 -0.52267 0.90365 4.48 0.88 0.43 -0.603
N 1.12303 1.67979 -1.22776 1.12 0.64 0.28 -0.027
F -1.12193 -1.73819 1.21038 -0.10 -2.77 0.56 -0.068
S -0.27537 -0.35409 -0.84611 -2.11 -0.05 0.39 0.415
Cl 1.43181 -1.30708 -0.88107 1.09 -0.56 0.06 0.177
H -1.52467 0.03726 1.16750 -1.84 2.57 0.09 0.046
H 0.25864 -0.20352 1.55856 -2.23 -0.84 -1.50 0.137
H 0.82013 2.40851 -1.88514 -0.42 0.15 -0.32 -0.077
```
Positions in Å, forces in eV/Å.



Record 3
C8H10F6O4 | ωB97M-V with the def2-TZVPD basis set

As for the orbital gap (alpha / beta): 2.33 / 6.93 eV. Its charge is -1. For the electronic energy, the calculation gives -32952.2148 eV. Its spin multiplicity is 2. As for the expectation value of S²: 0.753.

```
28
Properties=species:S:1:pos:R:3:forces:R:3:lowdin_charge:R:1
C 0.72105 0.66554 -1.54460 0.90 -1.29 0.46 -0.065
C 0.60359 0.63565 -3.07067 0.01 0.09 1.88 -0.201
O -0.19339 1.76784 -3.41267 0.47 3.49 -1.77 -0.023
C 0.36840 3.04950 -3.41610 3.38 -1.63 1.34 -0.257
O 1.50615 3.34829 -2.96906 -4.53 -1.02 -1.92 0.111
C -0.56853 4.11685 -4.10006 -1.20 -0.65 0.09 -0.484
F -0.09444 4.50976 -5.31863 -0.34 -0.42 1.41 0.138
F -1.83495 3.62282 -4.27620 1.35 0.30 -0.17 0.123
F -0.71302 5.17430 -3.29721 0.54 -0.12 -0.48 0.162
H 0.00580 1.30956 -1.03300 -0.08 -0.10 -0.33 0.087
H 1.71490 0.89049 -1.15760 0.02 0.41 -0.30 0.078
H 0.56590 -0.35754 -1.20206 -0.27 0.03 0.31 0.075
H 0.02241 -0.24577 -3.34164 -0.19 0.36 -0.31 0.119
H 1.56800 0.56867 -3.57417 -0.06 0.53 -0.14 0.124
C 0.64793 -4.14515 2.27289 -0.76 1.05 0.00 -0.086
C -0.32223 -3.40232 3.23128 0.92 0.44 0.23 -0.278
O -0.39080 -2.07077 2.76687 -0.32 -0.54 -1.42 -0.108
C -0.67483 -0.99963 3.63046 1.15 1.33 -0.45 -0.501
O -1.08678 -1.16422 4.79502 -0.85 -0.46 1.32 -0.083
C -0.79490 0.38239 2.98674 0.18 -4.70 0.64 -0.582
F -2.08191 0.83505 2.96739 -0.33 0.85 -0.60 0.076
F -0.12335 1.23526 3.74674 0.44 1.64 -0.02 0.113
F -0.30933 0.36676 1.70872 -0.30 0.92 0.14 0.078
H 0.18239 -4.24608 1.29249 -0.18 -0.56 0.01 0.056
H 1.03136 -5.07926 2.68340 -0.16 -0.06 -0.15 0.057
H 1.46136 -3.45394 2.05230 0.28 -0.08 0.41 0.065
H 0.09121 -3.44692 4.23885 0.18 0.27 0.23 0.102
H -1.30206 -3.86718 3.34052 -0.25 -0.10 -0.40 0.104
```
Positions in Å, forces in eV/Å.



Record 4
C2H3NO2S2 | ωB97M-V with the def2-TZVPD basis set

For the relative energy (zero: lowest compared OMol25 entry of this formula, charge and spin), the calculation gives 306.17 kJ/mol. As for the orbital gap: 8.86 eV. Its charge is 0. For the electronic energy, the calculation gives -29374.8045 eV.

```
10
Properties=species:S:1:pos:R:3:forces:R:3:lowdin_charge:R:1
C 1.28229 -0.69798 -0.45029 -5.02 2.04 0.26 -0.433
C 1.04125 0.58348 -0.17400 0.62 -0.91 1.22 -0.244
N -1.51742 -0.82470 -0.47078 2.17 4.36 0.13 -0.408
O -0.77010 0.76096 1.77338 -0.08 -0.78 0.60 -0.294
O -1.09391 2.05806 -0.24295 -0.62 0.03 -0.63 -0.297
S -0.11778 -1.71438 -0.72364 0.44 -2.45 -0.20 0.850
S -0.63755 0.85564 0.36111 -0.28 0.00 -1.23 0.666
H 2.12383 -1.21951 -0.58783 3.29 -1.53 -0.60 0.029
H 1.82379 1.24705 0.22405 -0.80 0.05 -0.39 0.114
H -2.13440 -1.04863 0.29096 0.28 -0.80 0.83 0.019
```
Positions in Å, forces in eV/Å.